Record 1
49
Properties=species:S:1:pos:R:3:forces:R:3 method="wB97M-V/def2-TZVPD" orbital_gap_ha="0.223 / 0.184" homo_ha="-0.38544 / -0.45155" spin_multiplicity=5 total_charge=+1
Ir 0.0148 -0.9948 -1.2694 1.66 0.40 -0.29
F 0.2690 -2.0323 -4.0482 -0.06 0.01 0.10
C -0.6430 -1.6889 -3.1015 -0.26 -0.13 0.34
F -1.3183 -0.6008 -3.5908 0.03 -0.03 -0.02
H -1.3339 -2.5264 -2.9789 -0.03 0.09 -0.09
C 2.5092 -0.1230 -3.5755 -0.17 -0.07 0.05
P 2.2200 -1.0960 -2.0733 -0.29 0.11 0.14
C 2.7110 -2.8029 -2.4484 -0.15 0.10 0.06
C 3.5256 -0.5035 -0.9622 -0.17 0.00 0.13
H 3.5706 -0.1888 -3.8186 0.01 0.02 0.02
H 2.2474 0.9182 -3.3863 0.02 0.01 0.02
H 1.9263 -0.4880 -4.4162 -0.01 -0.01 0.03
H 3.7410 -2.7913 -2.8063 0.01 0.00 0.01
H 2.0721 -3.2383 -3.2121 0.00 0.01 0.02
H 2.6547 -3.4031 -1.5401 0.03 0.01 0.02
H 4.4638 -0.9748 -1.2565 -0.01 0.03 -0.09
H 3.3029 -0.7535 0.0715 -0.02 -0.01 0.00
H 3.6304 0.5761 -1.0614 0.01 -0.01 -0.01
O -4.2261 -2.3908 -0.2830 -0.56 -0.31 0.12
C -3.1755 -1.7734 -0.2369 2.17 1.45 0.53
O -2.3894 -1.3110 -1.0939 -0.74 -0.85 -0.25
C -2.6632 -1.4860 1.2262 -0.88 -0.33 -0.52
C -3.3635 -0.7633 2.1702 -0.14 0.13 0.46
C -2.5893 -0.2012 3.1918 -0.09 -0.18 -0.52
C -1.2110 -0.2433 3.2001 0.12 0.13 0.19
C -0.5573 -0.9679 2.1909 -0.24 0.03 -0.41
C -1.3140 -1.7312 1.3068 0.37 -0.38 0.25
N 0.7753 -0.8115 1.8826 -0.14 0.11 0.58
O 1.1694 -1.2036 0.6624 -0.36 -0.03 -0.95
O 1.5817 -0.2347 2.6360 -0.05 -0.05 -0.24
N -3.2889 0.5605 4.2479 0.14 0.23 0.20
O -4.4987 0.5040 4.2578 0.14 0.02 -0.02
O -2.5920 1.1843 5.0224 -0.21 -0.14 -0.14
H -4.4300 -0.5969 2.1336 0.00 -0.05 0.00
H -0.6451 0.2983 3.9440 0.00 0.00 0.03
H -0.8305 -2.4491 0.6617 -0.02 0.02 -0.01
Se -2.2281 1.5807 -1.5762 0.06 -0.19 -0.18
N -0.4886 1.2391 -1.2489 -0.02 -0.14 0.39
C -0.1163 2.0411 -0.2254 -0.53 0.00 -0.38
C 1.1875 2.2047 0.2687 0.41 -0.14 0.56
C 1.3807 3.0029 1.3634 0.10 -0.39 -0.50
C 0.3131 3.7155 1.9658 -0.43 0.21 0.09
C -0.9479 3.6656 1.4544 0.20 0.23 0.35
C -1.1919 2.8275 0.3393 0.16 -0.35 -0.36
N -2.3667 2.6895 -0.2591 -0.14 0.49 0.19
H 2.0058 1.6716 -0.1895 0.03 -0.04 0.05
H 2.3769 3.0999 1.7697 0.03 0.03 0.03
H 0.5159 4.3320 2.8311 0.01 0.02 -0.03
H -1.7561 4.2591 1.8601 -0.01 -0.07 0.01

---

Record 2
160
Properties=species:S:1:pos:R:3:forces:R:3 method="wB97M-V/def2-TZVPD" orbital_gap_ha=0.191 homo_ha=-0.20636
K -0.3526 0.5956 0.3839 -0.04 0.36 0.20
C -3.4979 -2.8414 0.2137 0.00 -0.02 -0.04
C -2.9266 -2.6850 1.6218 -0.01 0.04 0.05
C -3.3456 -3.8692 2.4869 -0.01 -0.05 -0.03
P -1.1020 -2.2942 1.4965 0.11 -0.27 -0.05
C -0.4430 -2.7337 3.1784 -0.05 -0.03 0.03
C -1.0144 -1.7713 4.2164 0.02 -0.03 -0.01
C 1.0803 -2.6638 3.1602 0.07 0.02 0.00
C -0.4363 -3.6800 0.4565 -0.02 0.06 0.08
C -0.4350 -4.9765 0.9870 -0.03 0.02 0.07
C 0.0624 -6.0510 0.2748 0.03 -0.04 -0.03
C 0.5948 -5.8319 -0.9888 0.00 -0.05 0.03
C 0.6123 -4.5520 -1.5109 0.04 0.07 -0.05
C 0.0878 -3.4438 -0.8313 -0.05 0.08 0.02
Si -0.0501 -1.6655 -1.6136 0.02 -0.36 -0.25
C 1.4248 -1.4858 -2.8732 0.03 0.11 0.15
C 1.5679 -2.3388 -3.9707 -0.05 -0.06 0.02
C 2.6033 -2.2194 -4.8844 0.05 0.00 -0.06
C 3.5328 -1.2024 -4.7368 0.00 -0.01 0.01
C 3.3917 -0.3059 -3.6899 -0.01 0.05 0.01
C 2.3567 -0.4276 -2.7607 -0.03 0.04 0.04
P 2.1334 0.8702 -1.4596 0.16 -0.02 -0.14
C 3.4764 0.4280 -0.2287 -0.02 -0.05 0.05
C 3.1678 1.0188 1.1496 -0.03 -0.06 -0.02
C 4.9164 0.7278 -0.6289 0.00 -0.01 -0.01
C 2.8182 2.4140 -2.2465 0.06 0.01 0.09
C 2.7890 3.5498 -1.2200 0.02 -0.04 0.01
C 1.9929 2.8156 -3.4617 -0.06 0.01 0.00
C -1.5102 -2.0158 -2.8494 0.08 0.17 -0.02
C -2.1432 -3.2492 -3.0236 0.03 -0.12 0.09
C -3.2891 -3.3902 -3.7926 -0.04 0.00 -0.04
C -3.8541 -2.2840 -4.4081 0.01 -0.02 0.02
C -3.2459 -1.0463 -4.2588 -0.04 0.03 -0.01
C -2.0835 -0.9063 -3.5048 0.06 0.07 0.01
P -1.2295 0.7016 -3.2437 -0.18 -0.06 0.13
C -1.1551 1.4622 -4.9435 0.19 0.05 -0.05
C -0.1335 0.6044 -5.7086 0.00 0.01 0.00
C -2.3598 1.6907 -5.8582 -0.03 -0.01 -0.03
C -2.4604 1.6672 -2.1741 0.01 0.04 -0.05
C -3.2483 0.6990 -1.2892 0.05 0.03 -0.08
C -3.4092 2.6496 -2.8524 -0.05 -0.01 0.03
H -4.5894 -2.8545 0.2452 -0.03 -0.01 0.00
H -3.1617 -3.7794 -0.2313 0.01 -0.01 0.01
H -3.1854 -2.0450 -0.4622 0.01 0.02 0.00
H -3.3539 -1.7722 2.0585 0.01 -0.03 0.02
H -3.0113 -4.8098 2.0478 0.02 0.00 -0.01
H -4.4359 -3.9150 2.5455 -0.02 0.01 -0.01
H -2.9653 -3.8139 3.5061 0.02 0.02 0.05
H -0.7365 -3.7506 3.4517 -0.02 0.02 -0.02
H -0.7047 -0.7425 4.0063 -0.02 0.01 -0.02
H -0.6626 -2.0230 5.2195 0.03 -0.01 0.02
H -2.1038 -1.7873 4.2354 0.01 -0.05 0.00
H 1.4220 -1.6396 2.9796 0.00 0.02 -0.03
H 1.5033 -3.2910 2.3752 0.00 -0.03 -0.02
H 1.4909 -2.9858 4.1193 0.01 0.01 0.05
H -0.8205 -5.1571 1.9819 -0.01 -0.01 0.00
H 0.0430 -7.0455 0.7032 0.01 0.00 0.00
H 0.9980 -6.6596 -1.5606 0.01 -0.01 -0.01
H 1.0473 -4.4060 -2.4916 -0.01 -0.01 -0.03
H 0.8188 -3.1052 -4.1355 -0.01 -0.03 -0.01
H 2.6762 -2.9061 -5.7189 -0.01 -0.02 -0.01
H 4.3462 -1.0897 -5.4417 0.01 0.00 -0.02
H 4.0925 0.5162 -3.6193 0.03 0.01 0.00
H 3.3496 -0.6566 -0.1487 0.01 0.05 -0.02
H 3.1297 2.1073 1.1220 0.03 -0.01 0.00
H 3.9282 0.7314 1.8803 0.04 -0.03 0.00
H 2.2084 0.6601 1.5326 -0.02 -0.04 0.02
H 5.1152 1.8011 -0.6406 0.00 0.02 -0.01
H 5.1615 0.3285 -1.6125 0.00 -0.02 -0.03
H 5.6103 0.2820 0.0898 0.00 0.00 0.02
H 3.8563 2.2559 -2.5490 0.00 0.02 -0.04
H 1.8143 3.6014 -0.7238 -0.02 0.00 -0.03
H 2.9609 4.5107 -1.7099 0.02 0.03 -0.03
H 3.5510 3.4388 -0.4489 -0.01 -0.01 0.00
H 0.9655 3.0348 -3.1605 -0.04 -0.01 0.00
H 1.9573 2.0372 -4.2203 0.01 -0.06 -0.03
H 2.4103 3.7181 -3.9130 0.01 0.03 -0.03
H -1.7400 -4.1280 -2.5320 0.00 0.01 -0.02
H -3.7472 -4.3654 -3.9031 -0.02 -0.03 0.00
H -4.7598 -2.3801 -4.9926 -0.03 0.00 -0.01
H -3.7052 -0.1797 -4.7140 -0.01 0.02 -0.01
H -0.6846 2.4355 -4.7502 -0.05 -0.02 0.01
H -0.5768 -0.3595 -5.9672 -0.01 -0.02 0.00
H 0.7647 0.3980 -5.1267 0.04 0.01 0.04
H 0.1585 1.0996 -6.6368 0.00 0.01 -0.03
H -2.7064 0.7499 -6.2845 0.00 -0.01 0.00
H -2.0463 2.3181 -6.6969 0.00 0.01 -0.02
H -3.2028 2.1814 -5.3797 0.01 0.00 0.01
H -1.8099 2.2681 -1.5181 0.01 -0.05 -0.07
H -3.9562 0.1271 -1.8893 -0.02 -0.02 0.03
H -3.8029 1.2383 -0.5200 -0.03 0.03 0.04
H -2.5967 -0.0285 -0.7979 -0.04 -0.04 -0.04
H -4.1733 2.1260 -3.4287 -0.01 -0.02 -0.02
H -2.8911 3.3387 -3.5186 0.03 0.01 0.00
H -3.9261 3.2494 -2.0968 -0.02 0.01 0.01
F -7.7001 6.3398 3.1718 0.03 0.01 -0.03
C -6.9956 6.6221 2.0589 0.01 -0.01 -0.01
F -7.8371 6.5124 1.0198 0.03 -0.01 0.03
F -6.6317 7.9148 2.1466 0.00 -0.06 0.00
C -5.7977 5.7174 1.9244 -0.05 0.04 0.00
C -5.7997 4.6756 1.0153 0.00 0.03 0.02
C -4.6918 3.8402 0.9300 0.01 0.04 0.00
C -3.5941 4.0382 1.7565 0.18 0.12 -0.07
C -3.6058 5.0962 2.6681 0.01 -0.05 0.00
C -4.6990 5.9336 2.7528 -0.07 0.00 -0.03
P -2.1953 2.8532 1.6595 -0.34 0.16 0.27
C -2.3497 2.1417 3.3472 0.03 -0.08 -0.10
C -1.7723 2.6405 4.5143 -0.02 -0.01 -0.03
C -2.0209 2.0292 5.7303 -0.03 -0.03 -0.01
C -2.8677 0.9284 5.7927 -0.02 -0.04 0.06
C -3.4659 0.4357 4.6453 -0.01 0.05 0.06
C -3.1901 1.0337 3.4260 0.03 0.03 0.03
C -3.1199 0.2888 7.1334 -0.02 0.02 -0.02
F -3.8524 1.0893 7.9325 0.04 -0.03 -0.04
F -3.7773 -0.8760 7.0289 0.02 0.04 -0.02
F -1.9682 0.0415 7.7843 -0.02 0.02 -0.02
C -0.7142 3.9183 1.7384 -0.01 -0.04 -0.02
C 0.4757 3.4178 2.2693 0.02 -0.01 -0.03
C 1.6545 4.1388 2.1762 0.00 0.08 0.02
C 1.6602 5.3637 1.5267 0.01 0.03 0.03
C 0.4903 5.8665 0.9748 0.07 0.02 0.01
C -0.6877 5.1465 1.0782 -0.01 0.00 0.02
C 2.9375 6.1554 1.4377 -0.03 0.00 0.02
F 4.0208 5.3602 1.4175 -0.03 0.01 0.03
F 2.9786 6.9174 0.3334 -0.01 0.00 0.03
F 3.0784 6.9820 2.4940 0.00 -0.03 -0.06
H -6.6507 4.5174 0.3685 -0.02 0.01 0.00
H -4.6900 3.0356 0.2076 0.01 -0.04 0.00
H -2.7547 5.2654 3.3164 0.01 -0.01 0.00
H -4.7047 6.7537 3.4578 -0.02 0.02 0.01
H -1.1259 3.5072 4.4831 0.04 0.02 -0.04
H -1.5592 2.4078 6.6323 0.00 0.00 0.03
H -4.1199 -0.4234 4.6959 -0.02 -0.01 0.01
H -3.6338 0.6280 2.5231 0.00 0.01 -0.02
H 0.4948 2.4536 2.7652 -0.03 -0.01 0.06
H 2.5692 3.7393 2.5937 -0.02 0.03 0.01
H 0.5018 6.8130 0.4521 0.01 0.01 0.00
H -1.5914 5.5452 0.6345 -0.01 0.00 0.01
C 5.7412 -4.8569 1.7208 0.04 -0.05 0.07
N 5.0687 -5.4663 0.5787 0.01 0.03 -0.02
C 5.8267 -5.1423 -0.6268 0.04 -0.07 -0.05
N 6.0372 -3.7130 -0.8379 -0.03 -0.03 0.02
C 6.6746 -3.1633 0.3538 0.11 0.02 0.00
N 5.9530 -3.4161 1.5989 -0.03 -0.04 -0.01
C 4.6740 -2.7034 1.6143 0.02 0.06 0.01
P 3.5061 -3.1648 0.2370 -0.14 0.03 0.02
C 3.6833 -5.0034 0.4640 0.00 -0.05 0.04
C 4.7726 -3.0297 -1.1202 -0.03 0.01 -0.08
H 6.7203 -5.3320 1.8282 -0.01 0.00 0.00
H 5.1578 -5.0548 2.6231 0.01 0.00 0.00
H 5.3077 -5.5568 -1.4940 0.01 0.01 0.01
H 6.8078 -5.6188 -0.5469 -0.01 0.00 0.00
H 6.7967 -2.0850 0.2260 0.00 0.00 0.00
H 7.6659 -3.6163 0.4440 -0.01 0.01 0.00
H 4.8728 -1.6280 1.5587 -0.01 0.00 0.00
H 4.1776 -2.8824 2.5731 0.00 -0.01 0.00
H 3.2095 -5.5029 -0.3831 0.01 0.01 0.01
H 3.1253 -5.3077 1.3549 0.01 0.00 -0.01
H 4.9779 -1.9740 -1.3106 -0.01 0.02 -0.01
H 4.3383 -3.4284 -2.0424 0.01 0.00 0.01